{"formula": "ClH5Si2", "method": "ωB97M-V/def2-TZVPD", "symbols": ["Si", "Si", "Cl", "H", "H", "H", "H", "H"], "xyz": [[-2.04170, -0.04673, 0.22178], [3.56559, 0.26053, 0.13690], [-0.73633, 1.44067, -0.12474], [-3.35365, 0.37989, -0.25071], [-1.58222, -1.22221, -0.50521], [-2.05854, -0.29901, 1.65675], [3.62775, -1.17906, -0.24049], [2.57911, 0.66592, -0.89428]], "e_above_lowest_kcal_mol": 54.05, "e_homo_ev": -8.675, "gap_ev": 7.66, "multiplicity": 1}

{"formula": "C32H34N6O8PSn", "method": "ωB97M-V/def2-TZVPD", "symbols": ["Sn", "C", "O", "C", "C", "C", "C", "C", "C", "N", "N", "C", "O", "C", "C", "C", "C", "C", "C", "C", "O", "H", "H", "H", "H", "H", "H", "H", "H", "H", "H", "H", "H", "C", "O", "C", "C", "C", "C", "C", "C", "N", "N", "C", "O", "C", "C", "C", "C", "C", "C", "C", "O", "H", "H", "H", "H", "H", "H", "H", "H", "H", "H", "H", "H", "N", "C", "P", "O", "O", "C", "N", "H", "H", "H", "H", "H", "H", "H", "H", "H", "H"], "xyz": [[-0.28794, -0.07703, -0.74939], [-2.22962, -2.46699, 2.21666], [-2.99327, -1.62275, 3.09692], [-2.61313, -0.34018, 3.27646], [-3.02542, 0.32067, 4.38210], [-2.68915, 1.70566, 4.61493], [-1.82269, 2.34388, 3.81821], [-1.15965, 1.61308, 2.71149], [-0.44950, 2.45613, 1.69858], [0.44267, 1.95240, 0.94703], [1.13103, 2.83024, 0.15379], [1.88452, 2.23381, -0.74291], [1.97576, 0.98357, -0.98192], [2.72249, 3.15936, -1.57887], [3.66207, 2.62118, -2.45181], [4.47464, 3.45002, -3.21212], [4.35430, 4.82876, -3.11022], [3.41206, 5.37264, -2.24627], [2.60038, 4.54542, -1.48593], [-1.92926, 0.43431, 2.21906], [-2.00163, 0.12285, 1.03945], [-2.46929, -3.48405, 2.51807], [-1.15666, -2.29877, 2.32797], [-2.51648, -2.31763, 1.17703], [-3.64634, -0.20532, 5.09684], [-3.13395, 2.21226, 5.46232], [-1.51953, 3.36666, 4.00742], [-0.65596, 3.53050, 1.68474], [3.74185, 1.54497, -2.52482], [5.20481, 3.02060, -3.88804], [4.99258, 5.47676, -3.69898], [3.30960, 6.44899, -2.16911], [1.86220, 4.94850, -0.80680], [-1.30955, 4.03543, -1.57923], [-2.62072, 3.94489, -2.13865], [-3.29202, 2.75284, -2.21901], [-4.65525, 2.88655, -2.39667], [-5.48703, 1.77535, -2.53138], [-4.92781, 0.52222, -2.47604], [-3.55182, 0.34742, -2.26414], [-3.06668, -1.01529, -2.26558], [-1.92207, -1.41110, -1.85285], [-1.66656, -2.76036, -1.99891], [-0.42080, -3.07240, -1.76358], [0.52843, -2.26917, -1.43861], [-0.08900, -4.52982, -1.87862], [1.24463, -4.92697, -1.89737], [1.58448, -6.27130, -1.91495], [0.58857, -7.23774, -1.91071], [-0.74460, -6.84900, -1.91662], [-1.08322, -5.50501, -1.90437], [-2.68655, 1.46645, -2.13781], [-1.39125, 1.35521, -2.00506], [-1.11401, 5.10398, -1.49012], [-0.55652, 3.57928, -2.21747], [-1.25474, 3.57794, -0.59161], [-5.05686, 3.89190, -2.43285], [-6.55149, 1.90584, -2.67735], [-5.55276, -0.35832, -2.58376], [-3.74140, -1.77273, -2.66759], [2.00919, -4.16234, -1.89667], [2.62685, -6.56589, -1.92132], [0.85085, -8.28859, -1.89288], [-1.52444, -7.60127, -1.92127], [-2.11686, -5.18717, -1.90341], [2.80716, -1.36878, 0.05497], [3.79148, -1.27910, 1.17353], [2.92437, -1.74104, 2.77633], [3.61653, -2.88967, 3.41539], [1.48203, -1.84557, 2.34412], [3.14726, -0.26115, 3.84714], [2.14598, -0.35187, 4.92786], [3.05562, -2.02054, -0.68130], [2.58326, -0.44704, -0.36913], [1.91531, -1.71237, 0.48580], [4.21619, -0.27833, 1.21909], [4.58763, -2.00282, 1.01861], [3.00554, 0.66131, 3.27777], [4.17064, -0.28830, 4.23318], [1.89034, -1.31860, 5.09066], [-0.35100, 1.04784, 3.27175], [2.49121, 0.02468, 5.79880]], "total_charge": -1, "e_homo_ev": -4.620, "gap_ev": 6.66, "multiplicity": 1}

{"formula": "C20H36NOP2Ti", "method": "ωB97M-V/def2-TZVPD", "symbols": ["P", "P", "C", "C", "H", "H", "H", "H", "C", "H", "H", "H", "C", "H", "H", "H", "C", "H", "H", "H", "C", "H", "H", "H", "Ti", "C", "C", "C", "C", "C", "C", "C", "C", "C", "H", "H", "H", "H", "H", "H", "H", "H", "H", "H", "H", "H", "H", "H", "H", "O", "N", "C", "C", "C", "C", "C", "H", "H", "H", "H", "H"], "xyz": [[4.02791, 2.54865, -2.92429], [5.22457, -1.03207, -2.39808], [5.65212, 1.70915, -3.09359], [5.67293, 0.26763, -3.62439], [6.16339, 1.77400, -2.12614], [6.19340, 2.33731, -3.79798], [5.00877, 0.13819, -4.48824], [6.68294, -0.02083, -3.95091], [6.59004, -1.23785, -1.19088], [6.26427, -1.89753, -0.37000], [6.90404, -0.26281, -0.77964], [7.47319, -1.70995, -1.64666], [5.03169, -2.58620, -3.34205], [5.98521, -3.09976, -3.48729], [4.59625, -2.37845, -4.33012], [4.36520, -3.26308, -2.78135], [4.54871, 4.22566, -2.37733], [3.66734, 4.82644, -2.09275], [5.08801, 4.73711, -3.19385], [5.22603, 4.13467, -1.50483], [3.38203, 2.79190, -4.61111], [3.26756, 1.82880, -5.12846], [4.07034, 3.42195, -5.18189], [2.41236, 3.30080, -4.52946], [0.45730, 0.55534, -1.25503], [1.41175, -1.79409, -1.18450], [2.04981, -1.47629, -0.01860], [3.27301, -0.65293, 0.15593], [3.19744, 0.92039, 0.27529], [2.45930, 1.70420, -0.75190], [2.48233, 1.50056, -2.21982], [2.50021, 0.03408, -2.79881], [1.43112, -1.08362, -2.54488], [-1.14342, 0.87767, -2.32253], [0.69789, -2.62877, -1.19339], [1.69232, -1.91959, 0.93152], [4.00953, -0.92648, -0.63965], [3.69809, -0.98093, 1.12736], [2.73273, 1.19507, 1.25112], [4.27317, 1.21440, 0.45964], [2.29079, 2.73014, -0.42565], [1.80743, 2.19000, -2.82152], [3.49745, -0.42836, -2.45364], [2.61348, 0.10663, -3.91106], [0.33591, -0.66192, -2.65280], [1.52153, -1.81050, -3.43150], [-1.71666, -0.03423, -2.45256], [-0.92168, 1.33851, -3.29152], [-1.70008, 1.56804, -1.67648], [-0.25581, 0.24044, 0.43121], [-1.20568, -0.10111, 1.38385], [-0.90742, 0.25265, 2.67066], [-1.72020, -0.24726, 3.67641], [-2.70828, -1.17841, 3.38281], [-2.97265, -1.51774, 2.05224], [-2.26369, -0.88410, 1.03848], [-0.02419, 0.87572, 2.86492], [-1.51294, 0.11395, 4.68452], [-3.24678, -1.61495, 4.20216], [-3.72623, -2.24951, 1.79822], [-2.44757, -1.00693, -0.03031]], "e_above_lowest_kcal_mol": 0.00, "total_charge": 2, "e_homo_ev": [-12.487, -12.641], "gap_ev": [6.65, 6.81], "multiplicity": 2}

{"formula": "C19H11Br3CoN9OS2", "method": "ωB97M-V/def2-TZVPD", "symbols": ["Co", "Br", "C", "C", "C", "Br", "C", "C", "C", "C", "N", "C", "C", "O", "H", "H", "H", "H", "S", "C", "C", "N", "C", "S", "C", "N", "N", "N", "N", "C", "N", "N", "H", "H", "H", "Br", "C", "C", "C", "N", "C", "C", "H", "H", "H", "H"], "xyz": [[0.22982, -0.74735, 0.07072], [-2.82564, 3.23696, -1.40350], [-1.12350, 3.28564, -0.57884], [-0.57798, 4.52667, -0.22697], [0.63986, 4.61892, 0.38608], [1.32453, 6.33024, 0.84538], [1.37803, 3.44649, 0.68576], [2.63271, 3.41196, 1.33808], [3.24176, 2.21553, 1.58107], [2.60919, 1.02467, 1.17423], [1.44790, 1.03231, 0.56865], [0.82007, 2.20768, 0.31856], [-0.46882, 2.07455, -0.34291], [-0.91200, 0.92209, -0.63901], [-1.14097, 5.42373, -0.44720], [3.09619, 4.34266, 1.63731], [4.20124, 2.16581, 2.07742], [3.05495, 0.04967, 1.33358], [-0.36424, -2.85827, 1.03429], [0.66724, -3.87273, 0.06237], [0.32346, -5.27079, 0.01454], [0.01429, -6.38010, -0.01005], [1.77487, -3.43408, -0.59768], [2.33889, -1.78611, -0.59614], [2.57280, -4.38326, -1.33185], [3.23456, -5.11841, -1.92199], [-1.32975, 0.76311, 5.24097], [-1.46219, 0.55559, 3.86578], [-2.60959, 0.69377, 3.24777], [-2.26542, 0.33336, 2.01469], [-0.97333, 0.01450, 1.93120], [-0.46625, 0.16511, 3.13659], [-1.95601, 1.53236, 5.45599], [-0.37237, 1.07382, 5.37622], [-2.93135, 0.33955, 1.17013], [-2.43625, -2.93945, -5.89280], [-1.69214, -2.33412, -4.26391], [-2.40610, -2.47326, -3.08891], [-1.81386, -2.01762, -1.92261], [-0.60903, -1.45583, -1.88832], [0.06447, -1.33802, -3.02845], [-0.43578, -1.76058, -4.24998], [-3.38385, -2.93096, -3.06861], [-2.31249, -2.12849, -0.96788], [1.05388, -0.90580, -2.94803], [0.14821, -1.65152, -5.15171]], "e_above_lowest_kcal_mol": 3.98, "total_charge": -1, "e_homo_ev": [-4.310, -4.419], "gap_ev": [6.44, 6.55], "multiplicity": 4}

{"formula": "C7H10", "method": "ωB97M-V/def2-TZVPD", "symbols": ["C", "C", "C", "C", "C", "C", "C", "H", "H", "H", "H", "H", "H", "H", "H", "H", "H"], "xyz": [[0.40174, 0.08462, -2.04581], [0.42005, 0.03198, -0.55351], [0.98676, 0.98542, 0.48408], [0.59256, -0.10417, 1.49235], [-0.87693, -0.33930, 1.39000], [-1.65172, 0.07907, 0.27106], [0.50124, -1.05835, 0.35016], [0.08602, 1.06866, -2.40755], [1.39357, -0.12782, -2.46743], [-0.29134, -0.66379, -2.44969], [0.54576, 1.98154, 0.59241], [2.08075, 1.04594, 0.43478], [1.07441, -0.27963, 2.45152], [-1.36911, -0.67327, 2.31645], [-2.59578, 0.59315, 0.51171], [-1.74082, -0.48757, -0.64588], [0.44285, -2.13648, 0.27536]], "e_above_lowest_kcal_mol": 112.95, "e_homo_ev": -7.821, "gap_ev": 8.92, "multiplicity": 1}

{"formula": "C3H3LiO3Zn", "method": "ωB97M-V/def2-TZVPD", "symbols": ["O", "C", "C", "O", "C", "O", "Zn", "H", "H", "H", "Li"], "xyz": [[0.07815, -0.10490, 1.04594], [1.06707, 0.48414, 0.08665], [0.38191, 0.30929, -1.22402], [-0.94799, -0.33408, -0.87123], [-1.01261, -0.42443, 0.42347], [-2.06840, -0.72612, 0.99525], [-2.55692, -1.27033, 2.61089], [1.07871, 1.55163, 0.36451], [0.79396, -0.37621, -1.97804], [0.20983, 1.24370, -1.76794], [2.97629, -0.35270, 0.31451]], "e_above_lowest_kcal_mol": 0.00, "total_charge": 1, "e_homo_ev": [-12.118, -12.123], "gap_ev": [8.32, 6.85], "multiplicity": 2}

{"formula": "C7H19N2S", "method": "ωB97M-V/def2-TZVPD", "symbols": ["C", "C", "C", "C", "C", "C", "C", "N", "N", "S", "H", "H", "H", "H", "H", "H", "H", "H", "H", "H", "H", "H", "H", "H", "H", "H", "H", "H", "H"], "xyz": [[-1.78266, -1.83926, -1.26732], [-0.09540, 3.16276, -0.00493], [2.50478, -2.36900, 1.51623], [-1.91009, -0.53955, -2.02587], [-0.93160, 0.64745, -1.59569], [-1.04935, 0.92728, -0.10022], [0.06409, 1.76170, 0.18494], [1.33458, -1.47076, 1.37775], [1.26971, 1.31906, 0.48237], [0.56607, -0.67898, 2.82903], [-0.88565, -2.39008, -1.63557], [-2.49593, -2.51280, -1.78437], [-1.98865, -1.83179, -0.22796], [0.62697, 3.52869, -0.86932], [0.40401, 3.71212, 0.87839], [-1.18702, 3.39705, -0.12870], [3.12785, -2.16985, 2.35672], [2.23565, -3.44961, 1.55283], [3.22414, -2.24885, 0.64609], [-2.88795, -0.17899, -1.71664], [-1.83008, -0.64445, -3.13799], [-0.01083, 0.10972, -1.63806], [-0.79562, 1.58533, -2.15459], [-1.99030, 1.60640, 0.09625], [-1.00106, -0.02692, 0.40746], [0.59248, -1.83390, 0.92711], [1.75815, -0.08637, 3.41493], [1.31269, 0.33899, 0.86065], [1.82101, 2.17461, 0.75646]], "e_above_lowest_kcal_mol": 14.31, "total_charge": 1, "e_homo_ev": -12.319, "gap_ev": 8.46, "multiplicity": 1}

{"formula": "C3H11NOS", "method": "ωB97M-V/def2-TZVPD", "symbols": ["C", "O", "C", "N", "H", "H", "H", "H", "H", "H", "H", "H", "C", "S", "H", "H", "H"], "xyz": [[0.87679, 0.42368, -1.43368], [-0.48421, 0.73659, -1.46500], [1.48423, 0.35516, -0.03428], [2.91203, -0.20142, -0.07118], [1.37525, 1.19418, -2.02395], [1.10725, -0.56362, -1.87762], [-1.00221, 0.57492, -0.62282], [1.53689, 1.31610, 0.47749], [0.96053, -0.36690, 0.58382], [3.51124, 0.31994, -0.70595], [2.87075, -1.17379, -0.38537], [3.26030, -0.19316, 0.88756], [-1.87525, -1.56654, 0.75532], [-1.86503, 0.19820, 1.18953], [-1.57067, -1.71822, -0.28487], [-1.25131, -2.18847, 1.39849], [-2.91585, -1.90259, 0.79931]], "e_above_lowest_kcal_mol": 0.00, "total_charge": 1, "e_homo_ev": [-13.086, -12.714], "gap_ev": [9.11, 7.03], "multiplicity": 2}

Please write out number 6 again, unchanged.
{"formula": "C3H3LiO3Zn", "method": "ωB97M-V/def2-TZVPD", "symbols": ["O", "C", "C", "O", "C", "O", "Zn", "H", "H", "H", "Li"], "xyz": [[0.07815, -0.10490, 1.04594], [1.06707, 0.48414, 0.08665], [0.38191, 0.30929, -1.22402], [-0.94799, -0.33408, -0.87123], [-1.01261, -0.42443, 0.42347], [-2.06840, -0.72612, 0.99525], [-2.55692, -1.27033, 2.61089], [1.07871, 1.55163, 0.36451], [0.79396, -0.37621, -1.97804], [0.20983, 1.24370, -1.76794], [2.97629, -0.35270, 0.31451]], "e_above_lowest_kcal_mol": 0.00, "total_charge": 1, "e_homo_ev": [-12.118, -12.123], "gap_ev": [8.32, 6.85], "multiplicity": 2}

Repeat the fourth record exactly.
{"formula": "C19H11Br3CoN9OS2", "method": "ωB97M-V/def2-TZVPD", "symbols": ["Co", "Br", "C", "C", "C", "Br", "C", "C", "C", "C", "N", "C", "C", "O", "H", "H", "H", "H", "S", "C", "C", "N", "C", "S", "C", "N", "N", "N", "N", "C", "N", "N", "H", "H", "H", "Br", "C", "C", "C", "N", "C", "C", "H", "H", "H", "H"], "xyz": [[0.22982, -0.74735, 0.07072], [-2.82564, 3.23696, -1.40350], [-1.12350, 3.28564, -0.57884], [-0.57798, 4.52667, -0.22697], [0.63986, 4.61892, 0.38608], [1.32453, 6.33024, 0.84538], [1.37803, 3.44649, 0.68576], [2.63271, 3.41196, 1.33808], [3.24176, 2.21553, 1.58107], [2.60919, 1.02467, 1.17423], [1.44790, 1.03231, 0.56865], [0.82007, 2.20768, 0.31856], [-0.46882, 2.07455, -0.34291], [-0.91200, 0.92209, -0.63901], [-1.14097, 5.42373, -0.44720], [3.09619, 4.34266, 1.63731], [4.20124, 2.16581, 2.07742], [3.05495, 0.04967, 1.33358], [-0.36424, -2.85827, 1.03429], [0.66724, -3.87273, 0.06237], [0.32346, -5.27079, 0.01454], [0.01429, -6.38010, -0.01005], [1.77487, -3.43408, -0.59768], [2.33889, -1.78611, -0.59614], [2.57280, -4.38326, -1.33185], [3.23456, -5.11841, -1.92199], [-1.32975, 0.76311, 5.24097], [-1.46219, 0.55559, 3.86578], [-2.60959, 0.69377, 3.24777], [-2.26542, 0.33336, 2.01469], [-0.97333, 0.01450, 1.93120], [-0.46625, 0.16511, 3.13659], [-1.95601, 1.53236, 5.45599], [-0.37237, 1.07382, 5.37622], [-2.93135, 0.33955, 1.17013], [-2.43625, -2.93945, -5.89280], [-1.69214, -2.33412, -4.26391], [-2.40610, -2.47326, -3.08891], [-1.81386, -2.01762, -1.92261], [-0.60903, -1.45583, -1.88832], [0.06447, -1.33802, -3.02845], [-0.43578, -1.76058, -4.24998], [-3.38385, -2.93096, -3.06861], [-2.31249, -2.12849, -0.96788], [1.05388, -0.90580, -2.94803], [0.14821, -1.65152, -5.15171]], "e_above_lowest_kcal_mol": 3.98, "total_charge": -1, "e_homo_ev": [-4.310, -4.419], "gap_ev": [6.44, 6.55], "multiplicity": 4}